Entry 1:
9
Properties=species:S:1:pos:R:3:forces:R:3:mulliken_charge:R:1 method="wB97M-V/def2-TZVPD" smiles="O=CO/C=N/O" charge=0 homo_energy_ha=-0.370 relative_energy_kcal_mol=79.5 orbital_gap_ev=10.758
O -1.74239 -1.41024 0.01594 -0.11 0.35 -0.09 -0.409
C -1.90108 -0.23426 -0.02050 0.13 -0.12 0.25 0.176
O -0.92310 0.72822 -0.00750 0.25 -0.25 0.00 -0.300
C 0.42863 0.45931 0.02201 0.00 -0.03 -0.06 0.053
N 0.97153 -0.67484 -0.00494 -1.23 -0.18 -0.07 -0.118
O 2.32170 -0.71978 -0.00925 0.78 -0.34 0.05 -0.335
H -2.86226 0.30742 -0.03054 0.17 -0.19 -0.08 0.334
H 0.98283 1.38441 0.05631 0.15 0.37 0.00 0.285
H 2.72414 0.15977 -0.02152 -0.13 0.38 0.02 0.313

Entry 2:
82
Properties=species:S:1:pos:R:3:forces:R:3:mulliken_charge:R:1 method="wB97M-V/def2-TZVPD" charge=-2 homo_energy_ha=-0.047 relative_energy_kcal_mol=3.2 orbital_gap_ev=4.915
Li 0.63047 0.00835 -0.00193 0.02 -0.18 0.10 0.991
C -0.41924 -3.75361 -2.45430 0.04 -0.02 0.00 -0.580
C 0.87588 -4.01127 -2.89523 -0.03 0.00 0.00 -1.016
C 1.89058 -3.14267 -2.52304 0.00 0.02 -0.04 0.318
C 1.60097 -2.04749 -1.71096 0.04 -0.03 -0.06 -0.708
C 0.33293 -1.75784 -1.20688 -0.13 0.17 0.10 -0.439
C -0.66318 -2.65433 -1.63720 -0.02 -0.03 0.02 -1.035
C 2.68096 0.22344 -1.92487 -0.01 0.02 0.06 1.349
C 4.11151 0.67848 -2.18319 -0.02 -0.03 -0.04 -0.730
C 4.47396 1.95014 -2.03173 0.01 0.01 0.00 -1.363
C 3.54896 2.91872 -1.48181 0.00 -0.03 -0.03 1.097
C 3.86710 4.26619 -1.34738 0.00 0.05 0.01 -0.546
C 3.00914 5.16754 -0.73934 0.00 -0.01 0.00 -0.807
C 1.79269 4.67699 -0.24283 -0.01 0.02 0.00 -0.624
C 1.45372 3.35011 -0.35410 0.04 -0.01 0.01 -1.329
C 2.31203 2.39969 -0.98340 -0.08 -0.03 0.03 -0.422
N 1.93916 1.11918 -1.05551 0.05 -0.08 -0.04 1.238
H -1.23242 -4.41258 -2.74877 0.00 0.00 0.00 0.383
H 1.08938 -4.86568 -3.52966 -0.01 0.00 0.01 0.336
H 2.90910 -3.31092 -2.86222 0.01 0.02 0.01 0.296
H -1.69420 -2.49070 -1.31836 0.00 0.00 0.00 0.516
H 4.80415 -0.07724 -2.53604 0.02 0.01 0.01 0.398
H 5.48624 2.27169 -2.26424 0.00 -0.02 -0.01 0.258
H 4.82685 4.60590 -1.73118 0.00 -0.01 0.00 0.344
H 3.26681 6.21577 -0.64922 0.01 0.00 0.00 0.333
H 1.09381 5.35819 0.23321 0.00 -0.01 0.00 0.409
H 0.49270 2.99956 0.00252 -0.03 0.01 0.02 0.578
C 4.79344 -2.08324 2.19477 -0.02 -0.02 -0.04 -0.574
C 4.07692 -3.04782 1.49631 0.03 0.02 0.04 -0.807
C 3.38774 -2.73026 0.34138 -0.01 0.03 -0.06 -0.553
C 3.38753 -1.42098 -0.18607 -0.07 -0.15 0.11 1.762
C 4.08473 -0.44798 0.55056 0.01 0.05 0.02 -0.461
C 4.77319 -0.78661 1.70528 0.03 0.05 0.02 -0.749
N 2.70779 -1.15958 -1.37124 0.18 0.09 -0.10 0.654
C 2.03013 0.15472 -3.32844 0.01 0.01 -0.01 -0.098
C 2.61518 -0.59299 -4.34928 0.01 -0.03 -0.02 -0.029
C 2.08567 -0.59604 -5.62787 -0.01 0.00 -0.01 -0.827
C 0.95449 0.16047 -5.91588 0.01 -0.01 -0.01 -0.481
C 0.36996 0.91071 -4.90899 0.00 0.01 0.01 -0.829
C 0.90634 0.91049 -3.62571 -0.03 0.01 0.00 -0.263
H 5.32086 -2.32836 3.10867 -0.01 0.00 0.00 0.352
H 4.03917 -4.06860 1.86229 0.00 0.00 0.00 0.358
H 2.82067 -3.49909 -0.16258 0.00 0.00 0.00 0.342
H 4.05799 0.58697 0.25269 -0.01 -0.03 0.01 0.128
H 5.28083 0.00342 2.24846 -0.01 0.00 0.00 0.347
H 3.48792 -1.19674 -4.13186 0.00 0.00 0.01 0.281
H 2.54804 -1.19961 -6.40151 0.00 0.00 0.00 0.349
H 0.53255 0.15642 -6.91481 0.00 0.00 0.00 0.354
H -0.51718 1.49883 -5.11466 0.00 0.00 0.00 0.387
H 0.44584 1.48615 -2.83449 0.02 -0.01 0.01 0.263
O 0.39204 0.19381 4.14242 -0.01 0.03 0.00 -0.838
C 0.17607 -0.37171 3.05518 0.00 -0.18 -0.07 -0.468
O 0.68144 -0.12264 1.93544 -0.07 0.20 0.01 -0.286
C -0.90088 -1.47408 3.07389 0.01 0.02 -0.07 0.011
C -1.29072 -2.11014 1.89748 0.03 0.02 0.06 0.345
C -2.33003 -3.02932 1.91282 -0.03 -0.04 -0.05 -0.154
C -2.96690 -3.29609 3.11427 -0.04 0.01 -0.01 -0.151
C -2.58188 -2.69263 4.30401 -0.06 -0.04 0.06 -0.523
C -1.54202 -1.78385 4.27171 0.04 0.03 -0.02 -0.550
N -4.10514 -4.22343 3.13350 0.02 -0.06 0.04 1.071
O -4.69516 -4.39256 4.19352 0.05 0.03 -0.14 -0.673
O -4.41764 -4.78313 2.09764 0.01 0.07 0.10 -0.636
H -0.77782 -1.87575 0.96811 -0.01 -0.01 0.01 0.227
H -2.65228 -3.52267 1.00690 0.02 0.01 -0.01 0.599
H -3.10145 -2.93692 5.21941 0.01 0.01 -0.01 0.483
H -1.21175 -1.26950 5.16478 0.00 0.00 0.00 0.469
C -5.16068 -0.77920 1.97622 0.00 -0.03 0.01 -1.156
N -4.04679 0.13159 2.15761 0.00 0.05 0.01 0.322
C -3.75825 0.65955 3.36913 0.03 -0.01 0.01 0.038
C -2.72359 1.50478 3.53805 0.00 -0.01 -0.03 -0.774
C -1.89294 1.72570 2.38771 0.03 0.04 -0.05 0.574
N -2.19496 1.26839 1.19628 -0.01 0.03 0.00 -0.311
C -3.32241 0.52612 1.00216 0.00 0.00 0.01 0.192
O -3.74134 0.16306 -0.08232 0.00 0.01 -0.01 -0.709
N -0.73250 2.43064 2.53725 0.00 -0.21 0.19 -0.519
H -6.05567 -0.25345 1.63563 0.02 0.01 -0.01 0.316
H -5.36323 -1.28149 2.92212 -0.02 0.01 0.00 0.384
H -4.89564 -1.51282 1.21923 0.01 -0.01 0.02 0.336
H -4.38760 0.33767 4.18946 -0.01 -0.01 0.00 0.371
H -2.45188 1.88146 4.51153 0.00 0.00 0.00 0.333
H -0.37429 2.37483 3.48323 -0.02 -0.01 -0.01 0.355
H -0.00816 2.07743 1.91766 -0.03 0.20 -0.16 0.171

Entry 3:
102
Properties=species:S:1:pos:R:3:forces:R:3:mulliken_charge:R:1 method="wB97M-V/def2-TZVPD" charge=+1 homo_energy_ha=-0.392 relative_energy_kcal_mol=1.4 orbital_gap_ev=7.958
Tl -0.49476 -0.20366 0.03700 -0.03 0.24 0.30 1.835
C 1.36281 -0.92146 1.98131 -0.04 0.01 -0.05 -1.531
C -0.05877 -0.47868 2.20682 0.03 -0.10 0.04 1.812
C -0.79674 -1.80448 2.39498 -0.02 0.09 -0.04 -0.734
C 0.13052 -2.78734 2.29089 0.07 0.02 0.01 -1.163
C 1.45896 -2.26558 2.04139 -0.01 0.00 0.02 0.142
C 2.67035 -3.14154 1.83077 -0.02 -0.01 -0.01 2.113
C 3.93910 -2.29819 1.77995 0.01 0.01 0.03 -1.557
C 2.50413 -3.89231 0.50168 0.02 0.02 -0.01 -1.425
C 2.77971 -4.15033 2.97955 -0.01 0.00 0.00 -1.852
C -2.28435 -2.11414 2.58526 -0.01 -0.03 0.01 2.655
C -2.72956 -1.98189 4.05220 0.01 -0.02 -0.03 -1.856
C -3.16907 -1.26005 1.66953 0.02 0.00 0.02 -1.866
C -2.55532 -3.57463 2.19333 -0.04 -0.04 0.00 -1.981
C -0.17286 0.69400 3.21377 -0.06 0.03 -0.15 2.533
C 0.82781 1.78764 2.83244 0.05 0.00 0.03 -1.718
C -1.54201 1.37022 3.27499 0.01 -0.05 0.00 -1.547
C 0.20184 0.14727 4.59655 0.05 0.03 0.04 -1.731
H 2.16554 -0.22694 1.78330 0.03 -0.01 0.03 0.115
H -0.08757 -3.84342 2.34971 0.01 0.01 -0.02 0.640
H 3.86592 -1.54287 0.99863 0.02 0.04 -0.04 -0.171
H 4.80611 -2.92904 1.57538 0.00 0.01 0.00 0.470
H 4.10949 -1.78087 2.72600 0.00 0.00 0.01 0.330
H 2.42732 -3.19163 -0.33456 0.00 -0.01 0.00 0.038
H 1.60509 -4.51353 0.50631 0.00 -0.01 0.01 0.312
H 3.35944 -4.54769 0.32465 0.00 0.00 0.01 0.532
H 2.88930 -3.63765 3.93657 0.00 0.00 0.01 0.396
H 3.65034 -4.79209 2.83415 0.01 0.00 0.00 0.456
H 1.89993 -4.79286 3.03780 0.01 -0.01 0.00 0.320
H -2.69923 -0.96617 4.43321 0.02 0.07 0.00 0.244
H -2.09895 -2.59982 4.69336 0.01 0.00 -0.01 0.305
H -3.75757 -2.33668 4.14997 0.00 0.01 0.01 0.556
H -3.02002 -0.19167 1.80266 0.02 0.07 0.01 0.168
H -4.22295 -1.47342 1.85931 0.00 0.00 0.01 0.832
H -2.97940 -1.51797 0.62066 0.00 -0.01 0.00 0.053
H -2.06551 -4.27537 2.86942 -0.02 -0.01 0.00 0.445
H -2.22740 -3.78540 1.17314 0.01 0.00 0.00 0.248
H -3.62789 -3.76630 2.24912 0.00 -0.01 0.00 0.476
H 0.69603 2.05700 1.78311 0.01 0.07 -0.07 -0.093
H 1.86282 1.47784 2.97968 -0.02 0.02 -0.02 0.477
H 0.65415 2.67852 3.43825 0.01 -0.01 0.01 0.529
H -1.80316 1.81114 2.31366 -0.02 0.01 -0.05 0.085
H -1.51392 2.17555 4.01139 0.02 -0.01 0.00 0.614
H -2.34208 0.69955 3.56301 -0.05 -0.07 0.03 0.114
H 1.17209 -0.35111 4.56434 0.00 0.00 0.01 0.256
H -0.53259 -0.56414 4.96722 -0.05 -0.03 0.00 0.300
H 0.26672 0.97068 5.31077 -0.01 -0.01 0.00 0.501
C 4.99650 0.63983 -1.14460 0.01 0.00 -0.03 -0.916
C 4.32587 -0.61081 -1.70456 0.02 0.02 0.00 -1.044
S 2.53019 -0.59606 -1.89547 0.04 -0.05 0.05 0.423
C 2.27460 0.77389 -3.03832 -0.03 -0.01 0.02 -1.239
C 2.21479 2.19872 -2.47263 0.01 0.01 -0.02 -1.282
S 1.37728 2.39743 -0.87335 -0.11 -0.01 -0.10 0.130
C 2.56723 3.43599 0.01805 -0.01 0.02 0.01 -1.012
C 4.03180 2.99806 0.06354 -0.01 0.02 0.01 -0.977
S 4.34188 1.25608 0.43840 -0.02 -0.10 0.06 0.051
H 4.93723 1.45135 -1.86790 0.00 0.00 0.00 0.391
H 6.05630 0.42083 -1.00716 0.00 0.00 0.00 0.562
H 4.52694 -1.47535 -1.07131 -0.01 0.01 0.03 0.339
H 4.77113 -0.82999 -2.67792 0.01 0.00 0.00 0.623
H 1.33292 0.54381 -3.52773 -0.10 -0.01 0.00 0.201
H 3.04927 0.73550 -3.80780 -0.01 -0.01 0.00 0.729
H 1.71368 2.83525 -3.20372 0.00 -0.02 0.00 0.654
H 3.21719 2.59668 -2.33889 -0.01 0.00 -0.01 0.652
H 2.16381 3.50096 1.02741 -0.01 -0.04 0.04 0.468
H 2.52178 4.44339 -0.40125 -0.01 0.00 0.01 0.473
H 4.52262 3.59079 0.83679 0.00 0.00 0.00 0.510
H 4.54717 3.24011 -0.86477 -0.01 0.00 0.00 0.527
S -2.88228 0.43958 -4.51458 0.02 -0.03 -0.05 -0.221
C -2.62482 2.14519 -4.41155 -0.04 -0.01 0.02 0.677
C -3.30596 3.17109 -5.06216 0.00 0.02 0.01 -0.654
C -2.91851 4.46932 -4.80179 0.00 -0.02 -0.01 -0.705
C -1.86623 4.74135 -3.91835 0.00 0.02 0.03 -0.738
C -1.19391 3.72402 -3.27451 0.02 -0.01 0.02 -0.289
C -1.58013 2.40343 -3.51485 -0.01 -0.02 0.01 -0.458
N -1.01379 1.27259 -2.93725 0.14 -0.04 -0.07 0.342
C -1.57763 0.19856 -3.37907 0.02 0.08 0.08 0.178
C -1.23685 -1.17143 -2.95376 -0.04 -0.04 0.05 0.855
C -1.38304 -2.20578 -3.87864 0.00 0.00 -0.10 -0.980
C -1.11386 -3.51876 -3.53666 0.01 -0.04 0.01 -1.159
C -0.70041 -3.82168 -2.25075 0.01 0.01 0.03 -1.223
C -0.55546 -2.80311 -1.31916 0.01 -0.03 -0.07 -0.017
C -0.81584 -1.47355 -1.65443 0.03 -0.05 -0.21 0.038
H -4.11323 2.95780 -5.74953 0.00 0.00 0.00 0.470
H -3.43174 5.28686 -5.28959 0.00 0.00 0.00 0.411
H -1.57904 5.76895 -3.73762 0.00 0.00 -0.01 0.447
H -0.38718 3.92975 -2.58406 0.03 -0.02 0.05 0.342
H -1.69191 -1.97771 -4.89209 0.00 0.03 0.02 0.548
H -1.22588 -4.30010 -4.27600 0.01 0.00 0.00 0.408
H -0.48762 -4.84433 -1.96822 0.00 -0.01 0.00 0.510
H -0.23172 -3.05626 -0.31746 0.01 0.00 -0.01 0.339
Br -5.61759 4.38412 -1.82154 -0.01 0.00 0.00 -0.074
C -4.29760 3.21044 -1.19055 -0.01 -0.02 -0.03 -0.241
C -3.21861 3.69630 -0.47484 0.06 0.00 -0.01 -1.116
C -2.25402 2.79489 -0.06141 0.04 0.03 0.01 0.270
N -2.32965 1.48661 -0.30059 -0.04 -0.06 -0.03 0.589
C -3.38606 1.03084 -0.98090 0.00 0.03 0.05 -0.127
C -4.39063 1.85119 -1.45217 -0.03 0.02 0.03 -1.105
H -3.11245 4.74954 -0.26063 0.00 0.00 0.00 0.476
H -1.37858 3.14173 0.47414 0.00 0.00 0.00 0.250
H -3.42129 -0.03622 -1.17070 0.00 0.00 0.01 0.491
H -5.22050 1.43980 -2.00816 0.00 0.00 0.00 0.527

Repeat the first record exactly.
9
Properties=species:S:1:pos:R:3:forces:R:3:mulliken_charge:R:1 method="wB97M-V/def2-TZVPD" smiles="O=CO/C=N/O" charge=0 homo_energy_ha=-0.370 relative_energy_kcal_mol=79.5 orbital_gap_ev=10.758
O -1.74239 -1.41024 0.01594 -0.11 0.35 -0.09 -0.409
C -1.90108 -0.23426 -0.02050 0.13 -0.12 0.25 0.176
O -0.92310 0.72822 -0.00750 0.25 -0.25 0.00 -0.300
C 0.42863 0.45931 0.02201 0.00 -0.03 -0.06 0.053
N 0.97153 -0.67484 -0.00494 -1.23 -0.18 -0.07 -0.118
O 2.32170 -0.71978 -0.00925 0.78 -0.34 0.05 -0.335
H -2.86226 0.30742 -0.03054 0.17 -0.19 -0.08 0.334
H 0.98283 1.38441 0.05631 0.15 0.37 0.00 0.285
H 2.72414 0.15977 -0.02152 -0.13 0.38 0.02 0.313